[1]
15
Properties=species:S:1:pos:R:3 method="wB97M-V/def2-TZVPD" multiplicity=1 homo_ev=-8.72 smiles=Cn1cncc1CI relative_energy_kj_mol=47.6 total_charge=0
C 1.1279 -0.2439 -1.3157
N 0.6144 -0.3546 0.0429
C 1.3059 -0.8484 1.0767
N 0.5780 -0.7212 2.2117
C -0.6217 -0.2157 1.7994
C -0.6036 0.0971 0.4793
C -1.6137 0.6622 -0.4724
I -1.1462 2.6354 -1.1895
H 1.5633 -1.1731 -1.6058
H 0.2165 0.0473 -2.0145
H 1.8898 0.4747 -1.3364
H 2.1790 -1.2886 1.0112
H -1.3214 0.0635 2.6249
H -2.4776 0.7383 0.1332
H -1.6905 0.1270 -1.4452

***

[2]
15
Properties=species:S:1:pos:R:3 method="wB97M-V/def2-TZVPD" multiplicity=1 homo_ev=-7.47 relative_energy_kj_mol=371.4 total_charge=0
C -1.0341 1.5255 -0.5643
C 0.1377 0.9871 -0.8986
C -0.0935 -1.8722 0.8351
C 1.0074 1.7693 -1.8601
C -0.1566 -2.6003 2.0423
N 0.6484 -0.1711 -0.5840
N 0.1120 -0.8916 0.2440
I -2.4546 0.9462 0.9448
H -1.2617 2.5240 -0.9467
H 1.5522 1.2227 -2.5478
H 1.7137 2.3521 -1.2804
H 0.2563 2.4728 -2.4670
H -0.5150 -3.6869 1.9504
H -0.7856 -2.0262 2.7488
H 0.8735 -2.5514 2.3838

***

[3]
18
Properties=species:S:1:pos:R:3 method="wB97M-V/def2-TZVPD" multiplicity=6 homo_ev="-11.62 / -15.31" relative_energy_kj_mol=0.0 total_charge=+1
O 2.7789 1.1539 -0.6399
C 3.2198 0.3371 0.1428
O 4.0872 -0.4240 0.3660
O -0.5377 2.1488 -1.5178
C -1.6317 1.4181 -1.7219
C -1.9664 0.3672 -0.7197
O -0.7220 -0.2749 -0.3573
C -0.6719 -0.9600 0.8902
C 0.8020 -1.1823 1.2045
O 1.4977 0.0251 1.0131
Ir 0.7133 1.1529 -0.4182
H -2.2452 1.5731 -2.6165
H -2.6777 -0.3734 -1.1132
H -2.3875 0.7895 0.2160
H -1.2182 -1.9131 0.8283
H -1.1429 -0.3322 1.6651
H 1.2094 -1.9619 0.5361
H 0.8930 -1.5438 2.2425

***

[4]
19
Properties=species:S:1:pos:R:3 method="wB97M-V/def2-TZVPD" multiplicity=2 homo_ev="-10.17 / -10.19" total_charge=+1
O -2.0608 -1.5827 0.6561
C -2.8407 -0.6779 0.4393
C -2.3855 0.6851 0.0150
O -1.0269 0.8479 0.3806
Tl -0.1490 -1.2548 0.8844
H -3.9323 -0.8503 0.4018
H -2.9643 1.4440 0.5641
H -2.6762 0.8374 -1.0354
H 2.1674 -2.4508 -0.7867
C 1.9773 -1.3683 -0.7263
C 1.6685 -0.6561 -1.8969
Mg 2.2592 1.3452 1.0782
O 1.7114 -0.9213 0.4550
H 1.5386 -1.2609 -2.7995
H 2.2887 0.2237 -2.1109
O -0.1283 0.8387 -1.6583
C -0.1974 1.4422 -0.5344
O 0.2857 2.5937 -0.0625
H 0.9109 3.0340 -0.6564

***

[5]
13
Properties=species:S:1:pos:R:3 method="wB97M-V/def2-TZVPD" multiplicity=2 homo_ev="-0.30 / -1.49" relative_energy_kj_mol=399.1 total_charge=-1
C 1.7855 0.3587 -0.0430
C 0.2101 0.0174 0.0441
C -0.6775 0.8547 0.8025
N -2.0236 0.2717 0.4947
C -1.3691 -0.4252 -0.6614
C -0.2477 -1.2700 -0.5016
H 2.3644 -0.6130 -0.3511
H 1.9311 1.0984 -0.8260
H 2.1020 0.6789 0.9523
H -0.5602 1.1793 1.8327
H -2.1397 -0.4687 1.1545
H -1.4973 0.2235 -1.5647
H 0.1218 -1.9058 -1.3331

***

[6]
13
Properties=species:S:1:pos:R:3 method="wB97M-V/def2-TZVPD" multiplicity=1 homo_ev=-9.05 relative_energy_kj_mol=387.9 total_charge=0
C 0.9919 -1.0807 -0.5769
C 0.7629 -0.1279 0.5925
C 0.0213 0.8849 -0.2781
C -1.1353 0.8895 0.7023
N -0.6950 -0.5618 0.7849
C -0.4171 -0.5312 -0.7283
H 1.6919 -0.7319 -1.3464
H 1.1110 -2.1402 -0.3505
H 1.4236 0.1237 1.4258
H 0.6406 1.6474 -0.7527
H -2.1646 0.9723 0.3276
H -1.0120 1.4889 1.6096
H -1.2190 -0.8330 -1.4098

***

[7]
13
Properties=species:S:1:pos:R:3 method="wB97M-V/def2-TZVPD" multiplicity=1 homo_ev=-9.40 smiles="C[C@H]1C=CC=N1" relative_energy_kj_mol=175.9 total_charge=0
C -0.6431 1.7498 0.2982
C -0.0029 0.3960 0.2839
C -0.6957 -0.8649 0.3414
C 0.0632 -1.7679 -0.3598
C 1.2126 -1.0712 -0.8290
N 1.2058 0.2153 -0.5231
H 0.1184 2.5300 0.3763
H -1.1945 1.9146 -0.6289
H -1.3429 1.8375 1.1341
H 1.0064 0.4218 0.9307
H -1.6398 -1.0480 0.8441
H -0.1477 -2.8209 -0.5111
H 2.0603 -1.4922 -1.3566

***

[8]
13
Properties=species:S:1:pos:R:3 method="wB97M-V/def2-TZVPD" multiplicity=1 homo_ev=-7.74 smiles=Cc1cc[nH]c1 relative_energy_kj_mol=273.5 total_charge=0
C -0.6198 0.6685 -1.4087
C 0.7068 0.0970 -0.6888
C 0.7241 -1.2684 -0.1205
C 0.3277 -1.1868 1.1778
N 0.0723 0.1484 1.4748
C 0.3948 0.8801 0.4039
H -0.8836 -0.1147 -2.0908
H -1.5444 0.8546 -0.7837
H -0.4095 1.6055 -1.9192
H 1.0310 -2.2026 -0.5946
H 0.2111 -1.9233 1.9559
H -0.3731 0.5008 2.3021
H 0.2880 1.9528 0.3845

***

[9]
13
Properties=species:S:1:pos:R:3 method="wB97M-V/def2-TZVPD" multiplicity=1 homo_ev=-11.08 smiles=N#CCC1CC1 relative_energy_kj_mol=106.0 total_charge=0
N -1.3154 0.5143 2.8431
C -1.2847 0.4022 1.6920
C -1.2364 0.3153 0.2255
C -0.1027 -0.5459 -0.3177
C 1.3152 -0.3204 0.1189
C 0.8890 0.0682 -1.2658
H -1.1520 1.3389 -0.1575
H -2.1980 -0.0719 -0.1276
H -0.3795 -1.5797 -0.5055
H 1.9441 -1.1980 0.2313
H 1.5090 0.4630 0.8476
H 0.7749 1.1285 -1.4707
H 1.2365 -0.5145 -2.1135

***

[10]
13
Properties=species:S:1:pos:R:3 method="wB97M-V/def2-TZVPD" multiplicity=1 homo_ev=-7.98 smiles=Cc1ccc[nH]1 relative_energy_kj_mol=8.0 total_charge=0
C -0.4787 0.5879 1.7775
C -0.1866 0.2349 0.3493
C -0.9541 -0.5028 -0.5196
C -0.1594 -0.8247 -1.6527
C 1.0679 -0.2572 -1.4497
N 1.0456 0.3861 -0.2393
H 0.3826 0.3834 2.4236
H -0.7702 1.6272 1.9597
H -1.3019 -0.0420 2.1268
H -1.9760 -0.8096 -0.3441
H -0.4305 -1.4433 -2.4979
H 1.9653 -0.2960 -2.0473
H 1.7962 0.9560 0.1137

***

[11]
13
Properties=species:S:1:pos:R:3 method="wB97M-V/def2-TZVPD" multiplicity=1 homo_ev=-9.18 smiles="C=C=C/C=N/C" relative_energy_kj_mol=230.7 total_charge=0
C -1.0552 1.1129 2.3150
C -1.3067 0.7524 1.0909
C -1.4692 0.4038 -0.1632
C -0.3145 -0.1021 -0.9352
N 0.7373 -0.4749 -0.3344
C 1.8285 -1.0126 -1.1047
H -0.9630 0.3865 3.1182
H -0.9134 2.1617 2.5534
H -2.4534 0.4285 -0.6258
H -0.4341 -0.1740 -2.0285
H 2.0298 -2.0301 -0.7501
H 2.7299 -0.4224 -0.9072
H 1.6451 -1.0412 -2.1909

***

[12]
13
Properties=species:S:1:pos:R:3 method="wB97M-V/def2-TZVPD" multiplicity=1 homo_ev=-8.35 smiles="C=N[C@]12C[C@@H]1C2" relative_energy_kj_mol=366.6 total_charge=0
C -2.1191 0.0509 0.1293
N -1.2380 -0.8265 -0.1622
C 0.0793 -0.3557 -0.4487
C 1.3014 -1.1018 -0.2410
C 1.1751 0.1640 0.6005
C 0.5476 1.0933 -0.4010
H -3.0617 -0.4996 0.4748
H -2.0056 1.1898 0.3039
H 2.0961 -1.0316 -1.0070
H 1.2690 -2.0560 0.3877
H 0.8272 0.1630 1.5745
H -0.1732 1.7949 0.0141
H 1.3018 1.4152 -1.2248